(1)
# C2H2S2

A single C2H2S2 molecule (ωB97M-V with the def2-TZVPD basis set, the OMol25 dataset).

Structure (XYZ):
```
6
Properties=species:S:1:pos:R:3:nbo_charge:R:1
C 0.673 0.159 -0.158 -0.2742
C -0.624 -0.222 0.237 -0.2497
S 2.630 0.016 -0.150 0.0472
S -2.580 0.046 -0.146 0.0366
H 0.784 0.950 -0.842 0.2106
H -0.883 -0.950 1.058 0.2294
```

charge: 0
relative energy (zero: lowest compared OMol25 entry of this formula, charge and spin): 118.6 kcal/mol
SMILES string: S=CC=S
Kohn-Sham gap (spin up / spin down): 5.30 / 5.39 eV


(2)
# C2H2BrF2NO

3 unconnected molecules or ions with the total composition C2H2BrF2NO (ωB97M-V with the def2-TZVPD basis set, the OMol25 dataset).

Structure (XYZ):
```
9
Properties=species:S:1:pos:R:3:mulliken_spin:R:1
C -1.748 -0.777 0.359 -0.0003
C 1.795 1.343 -1.016 1.6884
N -2.079 -0.350 1.422 0.0004
O -1.631 -0.971 -0.795 0.0004
F 2.726 1.749 -0.110 0.1083
F 0.635 1.601 -0.482 0.1046
Br 1.485 -1.286 -0.454 0.0979
H 0.343 -1.430 -1.123 0.0002
H -1.526 0.120 2.198 0.0001
```

⟨S²⟩: 2.004
charge: 0
relative energy (zero: lowest compared OMol25 entry of this formula, charge and spin): 4.7 kcal/mol
multiplicity: 3
Kohn-Sham gap (spin up / spin down): 8.29 / 9.06 eV


(3)
# C50H93Cl6F8N12O15S2

17 unconnected molecules or ions with the total composition C50H93Cl6F8N12O15S2 (ωB97M-V with the def2-TZVPD basis set, the OMol25 dataset).

Structure (XYZ):
```
186
Properties=species:S:1:pos:R:3:mulliken_charge:R:1
C 2.220 2.121 -1.161 0.5533
F 2.575 2.879 -0.091 -0.2152
F 1.601 2.960 -2.005 -0.2141
F 3.323 1.643 -1.814 -0.2167
S 1.104 0.596 -0.612 0.8612
O 1.302 -0.326 -1.740 -0.5772
O 1.674 0.219 0.719 -0.5727
N -0.435 1.336 -0.594 -0.1925
S -1.286 0.091 -0.578 0.9726
O -1.551 -0.353 -1.952 -0.6615
O -0.972 -0.980 0.373 -0.6444
C -2.983 0.756 -0.013 0.5098
F -2.829 1.465 1.127 -0.2126
F -3.517 1.463 -1.020 -0.2012
F -3.880 -0.229 0.253 -0.2146
C 8.093 6.036 -0.318 -0.9762
C 8.594 5.147 -1.473 0.6628
O 8.772 5.559 -2.603 -0.6460
N 8.913 3.880 -1.138 -0.1704
C 9.269 2.916 -2.187 -0.7882
H 8.396 5.707 0.676 0.3417
H 7.008 6.035 -0.214 0.2383
H 8.392 7.064 -0.520 0.2792
H 9.161 3.813 -0.161 0.2066
H 9.118 1.910 -1.795 0.2912
H 10.341 2.959 -2.381 0.2998
H 8.673 3.001 -3.096 0.2608
C 5.648 -2.514 7.651 -1.0968
C 4.835 -2.859 6.414 0.7800
O 5.329 -3.431 5.477 -0.6535
N 3.560 -2.581 6.477 -0.1823
C 2.525 -2.831 5.441 -0.8320
H 5.107 -2.550 8.596 0.3781
H 6.005 -1.497 7.484 0.2518
H 6.449 -3.243 7.772 0.2885
H 3.268 -2.160 7.347 0.1902
H 1.952 -1.940 5.185 0.3106
H 1.840 -3.633 5.714 0.2898
H 2.980 -3.155 4.505 0.2772
C -7.441 5.319 5.258 -1.1705
C -6.049 5.364 5.816 0.7430
O -5.377 6.376 5.740 -0.6514
N -5.536 4.293 6.413 -0.1600
C -6.021 2.924 6.264 -0.7840
H -7.682 6.305 4.859 0.2794
H -8.163 4.988 6.004 0.3394
H -7.398 4.657 4.393 0.3250
H -4.623 4.420 6.826 0.2394
H -5.224 2.364 5.775 0.2876
H -6.904 2.866 5.628 0.2964
H -6.146 2.454 7.240 0.2565
C -3.353 5.532 -2.576 -0.9725
C -2.686 5.102 -3.842 0.8032
O -2.785 5.798 -4.819 -0.6568
N -2.012 3.943 -3.790 0.0126
C -1.394 3.317 -4.929 -0.9805
H -2.809 5.288 -1.664 0.2874
H -4.268 4.940 -2.612 0.1930
H -3.578 6.599 -2.543 0.3074
H -1.846 3.497 -2.900 0.0643
H -1.621 2.253 -4.994 0.2961
H -0.323 3.492 -4.834 0.3106
H -1.790 3.822 -5.810 0.3471
C 6.877 1.637 3.982 -0.7757
C 8.252 1.231 3.589 0.6993
O 9.072 2.019 3.139 -0.6711
N 8.539 -0.052 3.730 -0.1220
C 9.724 -0.628 3.177 -0.9382
H 6.327 0.763 4.329 0.2000
H 6.368 2.158 3.171 0.2431
H 6.966 2.343 4.809 0.2504
H 7.916 -0.674 4.225 0.1941
H 10.619 -0.098 3.502 0.2895
H 9.688 -0.758 2.095 0.2596
H 9.860 -1.613 3.625 0.3710
C 0.404 6.248 1.664 -0.8676
C 0.064 5.451 2.888 0.8071
O -0.171 6.018 3.947 -0.6942
N 0.048 4.143 2.825 -0.0579
C -0.039 3.181 3.890 -0.8679
H 0.542 5.571 0.821 0.1728
H 1.333 6.786 1.850 0.2424
H -0.349 6.977 1.364 0.2880
H -0.044 3.711 1.917 0.1192
H -0.767 2.468 3.505 0.2577
H -0.253 3.564 4.887 0.2976
H 0.889 2.609 3.885 0.3122
C -9.010 -3.937 2.975 -0.9068
C -9.909 -4.773 3.885 0.6441
O -11.002 -4.440 4.349 -0.6522
N -9.404 -6.015 4.093 -0.1694
C -9.965 -7.117 4.887 -0.9324
H -9.618 -3.734 2.093 0.2384
H -8.026 -4.314 2.697 0.3176
H -8.834 -2.989 3.482 0.2720
H -8.469 -6.230 3.779 0.2552
H -10.503 -7.795 4.225 0.2952
H -10.489 -6.767 5.776 0.3123
H -9.228 -7.762 5.366 0.3243
C 6.244 -6.709 1.102 -1.0311
C 6.350 -5.601 0.156 0.6687
O 6.652 -5.837 -0.977 -0.6388
N 6.212 -4.397 0.677 -0.1131
C 6.272 -3.158 -0.156 -0.8765
H 5.531 -6.567 1.914 0.3496
H 7.227 -6.963 1.498 0.2852
H 5.923 -7.554 0.493 0.2667
H 6.085 -4.268 1.671 0.2108
H 6.044 -2.250 0.402 0.3653
H 5.489 -3.315 -0.899 0.2434
H 7.165 -3.076 -0.776 0.2741
C 1.789 -6.203 -1.251 -1.1059
C 1.755 -7.069 -2.530 0.8714
O 0.682 -7.274 -3.113 -0.7050
N 2.896 -7.542 -2.959 -0.0998
C 3.096 -8.351 -4.113 -0.9442
H 0.797 -5.964 -0.868 0.2880
H 2.321 -5.270 -1.437 0.2846
H 2.371 -6.679 -0.463 0.3229
H 3.707 -7.302 -2.407 0.1120
H 3.831 -7.959 -4.816 0.3027
H 2.225 -8.657 -4.693 0.3296
H 3.469 -9.303 -3.734 0.3400
C -4.044 -8.504 -0.857 -1.0731
C -4.907 -7.267 -1.049 0.6550
O -5.874 -7.096 -0.314 -0.6566
N -4.598 -6.485 -2.103 -0.1330
C -5.395 -5.294 -2.483 -0.8041
H -4.138 -9.191 -1.698 0.3048
H -4.437 -8.993 0.035 0.2925
H -2.989 -8.324 -0.650 0.3180
H -3.743 -6.715 -2.587 0.2464
H -4.986 -4.879 -3.405 0.3301
H -5.461 -4.550 -1.689 0.2549
H -6.447 -5.523 -2.653 0.2677
C 6.003 5.439 -6.577 -0.9777
C 6.885 6.105 -7.638 0.6653
O 6.635 5.944 -8.822 -0.6438
N 7.812 6.975 -7.239 -0.1786
C 8.779 7.676 -8.096 -0.8435
H 6.394 4.435 -6.411 0.2422
H 5.031 5.308 -7.054 0.2966
H 5.774 5.904 -5.618 0.3217
H 7.864 7.120 -6.241 0.2490
H 9.288 8.420 -7.483 0.3302
H 8.304 8.155 -8.953 0.2722
H 9.501 6.950 -8.470 0.2683
C 0.592 -3.447 -6.780 -0.1195
Cl 1.910 -4.172 -7.737 -0.1573
Cl -0.849 -2.937 -7.807 -0.1674
H 0.246 -4.259 -6.141 0.1763
H 1.006 -2.639 -6.176 0.2686
C 3.693 9.378 -2.716 -0.2157
Cl 5.342 9.755 -3.190 -0.1470
Cl 2.995 10.744 -1.813 -0.1578
H 3.151 9.212 -3.648 0.2524
H 3.626 8.415 -2.209 0.2672
C -9.646 3.509 -0.993 -0.1910
Cl -10.612 2.965 -2.449 -0.1582
Cl -9.920 2.395 0.396 -0.1435
H -8.580 3.566 -1.214 0.2317
H -9.994 4.506 -0.726 0.2586
F -9.279 2.388 -9.239 -0.3019
C -8.366 2.204 -8.213 0.4009
C -8.136 3.249 -7.334 -0.3928
C -7.152 3.070 -6.352 -0.4557
C -6.308 1.940 -6.377 -0.4174
C -6.606 0.875 -7.189 -0.4214
C -7.638 1.005 -8.129 -0.3514
H -8.723 4.154 -7.382 0.3878
H -6.982 3.850 -5.625 0.3745
H -5.457 1.946 -5.712 0.4409
H -5.888 0.071 -7.127 0.3616
H -7.894 0.254 -8.863 0.3741
F -3.323 -2.423 6.070 -0.2907
C -3.905 -3.597 6.026 0.3291
C -3.681 -4.445 4.926 -0.4475
C -4.159 -5.797 5.032 -0.5248
C -4.969 -6.199 6.113 -0.4126
C -5.206 -5.307 7.173 -0.4324
C -4.639 -4.033 7.097 -0.2688
H -3.047 -4.184 4.091 0.5008
H -4.068 -6.503 4.220 0.3963
H -5.323 -7.204 6.287 0.4113
H -5.810 -5.618 8.012 0.3824
H -4.736 -3.402 7.968 0.3592
```

charge: -1
Kohn-Sham gap: 8.82 eV


(4)
# C10H20ClF7K2Li2N3O7P3S2

A molecular structure, C10H20ClF7K2Li2N3O7P3S2 (ωB97M-V with the def2-TZVPD basis set, the OMol25 dataset).

Structure (XYZ):
```
57
Properties=species:S:1:pos:R:3:nbo_charge:R:1
C 4.822 2.469 -0.440 -0.9177
P 3.332 1.620 0.355 0.4784
C 3.585 -0.260 0.393 -0.9359
P 1.458 2.165 -0.624 0.3371
S 1.851 2.640 -2.713 -0.5029
C 0.848 3.734 0.239 -0.7368
C -0.725 3.677 0.601 -0.5250
S -1.814 3.474 -0.886 0.3004
C -3.004 2.113 -0.634 0.3518
N -3.397 1.379 0.513 -0.4337
N -4.334 0.463 0.060 -0.4455
C -4.482 0.655 -1.348 0.2810
O -3.669 1.725 -1.842 -0.4164
H 5.747 2.272 0.215 0.3267
H 5.094 2.077 -1.481 0.2441
H 4.648 3.594 -0.482 0.2846
H 3.478 -0.638 1.479 0.2210
H 2.833 -0.814 -0.259 0.2450
H 4.656 -0.544 0.079 0.2931
H 2.748 3.695 -2.792 0.1878
H 1.446 3.858 1.200 0.2827
H 1.028 4.659 -0.402 0.2388
H -0.974 4.707 1.058 0.2458
H -0.930 2.920 1.442 0.2283
H -5.160 0.042 -2.038 0.2487
Li -6.051 0.556 1.132 0.7498
O -8.814 -0.375 0.113 -0.9665
H -9.200 -0.782 -0.673 0.4853
H -9.547 -0.333 0.739 0.4856
F 0.123 0.038 -2.376 -0.6053
P -0.115 -1.537 -2.134 2.6371
F 1.352 -1.454 -2.770 -0.5666
F -0.280 -2.922 -2.922 -0.6261
F -1.480 -1.363 -2.966 -0.5982
F -0.956 -1.126 -0.825 -0.6000
F 0.537 -2.396 -0.947 -0.6191
K 0.616 -4.494 -1.794 0.9850
N 5.429 -4.322 -1.851 0.7042
O 5.971 -3.947 -0.807 -0.4684
O 4.379 -4.986 -1.804 -0.5570
O 5.939 -4.032 -2.964 -0.4056
K 0.221 2.297 -4.713 0.9728
Cl 4.966 -1.986 -2.326 -0.3551
O -3.937 -2.006 2.838 -0.5910
C -2.742 -2.082 2.992 0.7877
O -2.132 -3.020 3.757 -0.4725
C -0.723 -2.751 3.807 -0.0745
C -0.435 -1.910 2.585 -0.4318
C -1.724 -1.137 2.413 -0.5256
H -0.503 -2.220 4.738 0.1856
H -0.168 -3.690 3.798 0.2104
H 0.447 -1.278 2.694 0.2468
H -0.279 -2.558 1.717 0.2277
H -1.726 -0.211 2.998 0.1513
H -1.932 -0.930 1.363 0.2699
F 6.661 3.917 -0.464 -0.9368
Li -2.980 1.359 2.960 0.4195
```

charge: 0
Kohn-Sham gap: 1.26 eV


(5)
# C3H5N3O

2 unconnected molecules or ions with the total composition C3H5N3O (ωB97M-V with the def2-TZVPD basis set, the OMol25 dataset).

Structure (XYZ):
```
12
Properties=species:S:1:pos:R:3:nbo_charge:R:1
N -1.757 -0.844 0.968 -0.8715
C -0.633 -1.550 1.161 0.4445
N 0.368 -2.112 1.351 -0.4507
C 1.592 0.508 0.015 0.2704
O 1.848 -0.558 -0.685 -0.6086
C 0.705 1.419 -0.738 0.0016
N -0.567 1.341 -0.652 -0.6819
H -2.544 -1.396 0.658 0.4011
H -1.578 -0.003 0.403 0.4457
H 2.348 -1.177 -0.122 0.5189
H 1.231 2.246 -1.235 0.1777
H -1.014 2.126 -1.123 0.3529
```

charge: 0
relative energy (zero: lowest compared OMol25 entry of this formula, charge and spin): 98.8 kcal/mol
Kohn-Sham gap: 9.37 eV


(6)
# C17H14AsF3MnN4O8S2

A molecular structure, C17H14AsF3MnN4O8S2 (ωB97M-V with the def2-TZVPD basis set, the OMol25 dataset).

Structure (XYZ):
```
50
Properties=species:S:1:pos:R:3:mulliken_spin:R:1
Mn 0.116 0.032 -0.784 4.2343
N -2.746 5.248 4.364 0.0001
C -2.096 4.111 3.893 0.0005
C -0.737 4.147 3.589 -0.0002
C -0.102 3.031 3.071 0.0002
C -0.820 1.864 2.865 0.0060
C -2.175 1.815 3.162 -0.0012
C -2.809 2.931 3.672 0.0003
S -0.003 0.445 2.227 -0.0057
O 1.210 0.917 1.594 0.0083
O 0.081 -0.528 3.275 0.0028
N -0.917 -0.022 0.975 -0.0023
C -1.771 -1.097 0.943 -0.0201
N -2.418 -1.536 2.021 0.0022
C -3.148 -2.632 1.838 -0.0004
C -3.265 -3.277 0.620 0.0031
C -2.608 -2.682 -0.446 0.0026
N -1.879 -1.589 -0.305 0.0203
H -2.167 5.951 4.789 0.0000
H -3.617 5.098 4.843 0.0000
H -0.179 5.065 3.741 0.0000
H 0.946 3.064 2.806 0.0003
H -2.731 0.899 2.994 0.0002
H -3.869 2.898 3.894 0.0000
H -3.670 -3.005 2.714 -0.0002
H -3.855 -4.173 0.499 0.0002
H -2.680 -3.082 -1.453 -0.0005
O 2.125 1.321 -3.708 0.0044
As 1.229 -0.168 -3.905 0.0191
O 0.691 -0.292 -5.434 -0.0003
O 0.092 -0.325 -2.655 0.0344
C 2.494 -1.596 -3.545 0.0010
C 2.842 -2.341 -4.666 -0.0015
C 3.664 -3.455 -4.551 0.0010
C 4.140 -3.841 -3.308 -0.0007
C 3.807 -3.108 -2.179 0.0036
C 2.987 -1.993 -2.297 0.0075
S 2.619 -1.135 -0.788 -0.0334
O 3.663 -1.451 0.135 0.0023
O 1.263 -1.616 -0.369 -0.0003
O 2.443 0.288 -1.131 0.0272
H 2.454 1.363 -2.798 -0.0012
H 2.439 -2.037 -5.624 0.0003
H 3.927 -4.024 -5.434 0.0001
H 4.778 -4.712 -3.214 0.0000
H 4.187 -3.382 -1.205 0.0002
F -0.451 2.428 -2.279 -0.0150
C -0.807 1.817 -1.137 -0.2815
F -0.528 2.697 -0.139 -0.0149
F -2.149 1.670 -1.169 -0.0029
```

⟨S²⟩: 6.121
charge: -1
relative energy (zero: lowest compared OMol25 entry of this formula, charge and spin): 0.0 kcal/mol
multiplicity: 5
Kohn-Sham gap (spin up / spin down): 8.26 / 8.68 eV


(7)
# C4H5ClN2

A molecular structure, C4H5ClN2 (ωB97M-V with the def2-TZVPD basis set, the OMol25 dataset).

Structure (XYZ):
```
12
Properties=species:S:1:pos:R:3:mulliken_spin:R:1
C 1.787 1.214 0.105 -0.0389
C -0.647 0.447 -0.550 -0.0026
C -0.657 0.544 0.941 -0.0095
C 0.611 0.655 0.216 0.4849
N 2.897 1.559 -0.149 0.4566
N 3.004 -1.350 -0.045 0.7659
Cl 4.146 -0.231 -0.030 0.2688
H -0.574 -0.483 -1.148 0.0191
H -0.723 1.295 -1.192 0.0179
H -1.217 1.336 1.375 0.0220
H -1.043 -0.316 1.433 0.0257
H 2.601 -1.325 -0.944 -0.0100
```

⟨S²⟩: 2.029
charge: 0
relative energy (zero: lowest compared OMol25 entry of this formula, charge and spin): 61.6 kcal/mol
multiplicity: 3
Kohn-Sham gap (spin up / spin down): 8.53 / 7.69 eV


(8)
# C43H42BCdN9S

A molecular structure, C43H42BCdN9S (ωB97M-V with the def2-TZVPD basis set, the OMol25 dataset).

Structure (XYZ):
```
97
Properties=species:S:1:pos:R:3:mulliken_charge:R:1
Cd 1.637 0.151 0.269 1.4454
C 0.121 4.512 -2.971 -1.5246
C -0.079 3.745 -1.707 0.7226
C -0.188 4.234 -0.425 -1.3172
C -0.341 3.092 0.377 -0.4269
N -0.313 1.990 -0.363 0.2160
N -0.160 2.398 -1.641 0.8802
B -0.239 1.441 -2.844 -0.9952
N -1.670 0.886 -3.033 1.0170
N -2.397 0.418 -2.006 -0.5114
C -3.558 0.027 -2.513 0.2917
C -3.588 0.244 -3.908 -1.1558
C -2.358 0.793 -4.196 0.5859
C -1.787 1.202 -5.514 -1.3677
C -4.585 -0.551 -1.634 0.3645
C -4.305 -0.779 -0.285 -0.1647
C -5.262 -1.334 0.547 -0.4877
C -6.519 -1.669 0.054 -0.4307
C -6.805 -1.447 -1.285 -0.6543
C -5.845 -0.893 -2.121 -0.5266
N 0.803 0.298 -2.785 1.4828
N 0.585 -0.834 -2.074 -0.7954
C 1.586 -1.662 -2.362 0.3674
C 2.479 -1.051 -3.263 -1.2001
C 1.949 0.198 -3.499 0.4248
C 2.517 1.313 -4.315 -1.4075
C 1.645 -3.015 -1.783 0.3666
C 0.738 -3.402 -0.797 0.3298
C 0.820 -4.655 -0.216 -0.3674
C 1.801 -5.551 -0.623 -0.5649
C 2.701 -5.181 -1.613 -0.6959
C 2.624 -3.919 -2.186 -0.6055
C -0.565 3.070 1.831 0.6099
C 0.134 3.947 2.662 -0.5284
C -0.109 3.969 4.027 -0.7147
C -1.055 3.114 4.581 -0.5428
C -1.749 2.236 3.761 -0.5208
C -1.509 2.217 2.394 -0.0861
H 0.067 5.578 -2.748 0.3962
H -0.634 4.275 -3.721 0.2157
H 1.101 4.302 -3.407 0.1986
H -0.173 5.266 -0.114 0.5088
H 0.021 2.094 -3.817 -0.3547
H -4.373 0.021 -4.613 0.3952
H -2.504 0.982 -6.306 0.3790
H -0.862 0.662 -5.728 0.2206
H -1.555 2.268 -5.542 0.1433
H -3.320 -0.529 0.086 0.4352
H -5.020 -1.517 1.587 0.4004
H -7.264 -2.108 0.708 0.3696
H -7.779 -1.708 -1.683 0.3583
H -6.074 -0.725 -3.166 0.2856
H 3.400 -1.440 -3.665 0.4079
H 3.338 0.935 -4.925 0.4177
H 2.907 2.102 -3.667 0.1128
H 1.769 1.759 -4.971 0.2153
H -0.003 -2.692 -0.461 0.3322
H 0.146 -4.910 0.594 0.2475
H 1.881 -6.523 -0.149 0.3642
H 3.478 -5.869 -1.928 0.3279
H 3.345 -3.628 -2.941 0.2639
H 0.895 4.588 2.231 0.3172
H 0.457 4.640 4.662 0.3534
H -1.237 3.121 5.649 0.3377
H -2.474 1.552 4.186 0.3604
H -2.048 1.538 1.746 0.6755
C 3.462 -3.690 2.306 -1.5798
C 2.013 -3.511 2.643 1.1607
C 1.347 -4.427 3.427 -0.7911
C -0.018 -4.314 3.720 -0.9121
C -0.690 -3.212 3.193 -0.4748
C -0.071 -2.261 2.400 0.3514
C -0.856 -1.096 1.883 0.2908
C 1.338 -2.362 2.051 1.2041
N 2.023 -1.580 1.251 -1.3715
H 3.885 -4.550 2.837 0.4367
H 4.035 -2.790 2.548 0.2489
H 3.592 -3.833 1.227 0.1638
H 1.909 -5.274 3.820 0.2331
H -0.528 -5.045 4.337 0.2825
H -1.752 -3.090 3.406 0.2605
H -1.888 -1.123 2.248 0.5114
H -0.883 -1.052 0.786 -0.3607
H -0.410 -0.149 2.210 -0.7933
C 1.981 0.958 4.004 -0.5674
C 2.718 1.941 3.149 0.5848
C 3.545 2.955 3.634 -0.9581
C 4.111 3.788 2.685 -0.1722
N 3.966 3.645 1.372 -0.6582
C 3.197 2.611 0.977 0.2587
S 3.007 2.190 -0.686 -0.5687
N 2.538 1.817 1.847 0.0154
H 2.399 0.907 5.010 0.4681
H 2.014 -0.023 3.518 -0.1889
H 0.932 1.257 4.073 -0.0826
H 3.719 3.096 4.692 0.4380
H 4.730 4.626 2.999 0.3728
```

charge: -2
relative energy (zero: lowest compared OMol25 entry of this formula, charge and spin): 0.0 kcal/mol
Kohn-Sham gap: 4.25 eV